# 1
{"formula": "C23H12CaF4N5S2", "method": "the ωB97M-V functional and the def2-TZVPD basis", "de_lowest_ev": 0.000, "charge": 1, "orbital_gap_ev": 4.4869, "energy_ev": -82466.394, "symbols": ["Ca", "S", "C", "C", "C", "C", "C", "C", "C", "C", "C", "N", "H", "H", "H", "H", "H", "H", "F", "C", "C", "F", "C", "C", "C", "F", "C", "C", "C", "N", "C", "N", "F", "C", "C", "N", "C", "N", "C", "S", "C", "H", "H", "H", "H", "H", "H"], "coordinates": [[2.180589, 0.515823, -0.460768], [-1.689111, -1.163177, -2.362368], [-0.874811, -2.576377, -1.841968], [0.371589, -2.313577, -1.346968], [0.696889, -0.941577, -1.378668], [-0.313211, -0.176677, -1.897868], [-0.346311, 1.262323, -2.010368], [-1.437811, 1.924423, -2.586568], [-1.473511, 3.302523, -2.586568], [-0.407611, 3.999723, -2.029568], [0.649489, 3.275523, -1.508468], [0.690589, 1.947523, -1.495868], [-1.356711, -3.531277, -1.941168], [1.037089, -3.083177, -0.978268], [-2.251211, 1.349223, -2.999668], [-2.320311, 3.825423, -3.001568], [-0.396311, 5.076423, -1.991768], [1.501189, 3.785523, -1.067968], [-2.062911, -2.428577, 4.103532], [-2.225311, -1.583277, 3.090132], [-3.454411, -1.479477, 2.496232], [-4.454811, -2.216777, 2.962632], [-3.696411, -0.630977, 1.367132], [-2.578511, 0.163323, 0.962132], [-1.356811, 0.045123, 1.551732], [-0.362711, 0.864323, 1.114132], [-1.088911, -0.854977, 2.623032], [0.200189, -1.021677, 3.149932], [1.306289, -0.494877, 2.488232], [2.211889, -0.104777, 1.886832], [0.484589, -1.736177, 4.333832], [0.768089, -2.266777, 5.308332], [-2.721811, 1.059723, -0.015968], [-4.917111, -0.602277, 0.696532], [-6.050811, -1.343577, 1.088132], [-7.012011, -1.907477, 1.357032], [-5.130711, 0.145423, -0.478468], [-5.336811, 0.712323, -1.454268], [6.188289, 0.647023, -1.714768], [5.133589, 0.740123, -0.240068], [5.607889, -0.808077, 0.574032], [5.976889, -0.259977, -2.276968], [7.229289, 0.663823, -1.396968], [5.986089, 1.525423, -2.321668], [6.653389, -0.740877, 0.868132], [5.455989, -1.652277, -0.096168], [4.987089, -0.912377, 1.460032]], "forces_ev_per_angstrom": [[1.17, 0.29, 0.43], [0.16, -0.08, 0.09], [-0.07, 0.02, 0.00], [-0.61, -0.18, -0.26], [0.64, 0.17, 0.17], [-0.41, -1.13, -0.05], [-0.58, 0.34, -0.35], [0.23, 0.13, 0.12], [0.17, -0.19, 0.08], [0.23, -0.02, 0.13], [-0.22, 0.70, -0.13], [-0.23, 0.06, -0.13], [-0.13, -0.18, -0.05], [-0.08, -0.07, -0.04], [-0.09, -0.02, -0.05], [-0.08, 0.08, -0.07], [0.03, 0.10, -0.02], [-0.04, 0.04, -0.05], [-0.10, 0.27, -0.33], [-1.34, -0.40, 0.06], [0.74, -0.67, 1.16], [0.43, 0.26, -0.18], [-1.70, 0.01, -0.86], [1.51, 0.69, -0.37], [-0.45, 0.89, -1.29], [-0.75, -0.47, 0.39], [1.56, -0.16, 0.48], [-2.22, 0.00, -0.26], [1.34, 0.65, -0.90], [-0.34, -0.21, 0.48], [0.00, -0.19, 0.17], [0.16, -0.23, 0.37], [-0.04, -0.48, 0.65], [1.80, -0.08, 1.02], [-0.33, -0.33, 0.29], [-0.27, -0.16, 0.05], [0.06, 0.46, -0.60], [-0.05, 0.11, -0.17], [-0.14, -0.01, 0.21], [0.11, -0.11, -0.11], [-0.01, 0.18, -0.10], [0.01, 0.04, -0.03], [-0.03, 0.00, -0.03], [0.00, -0.01, -0.04], [-0.03, -0.05, 0.02], [0.00, -0.01, 0.05], [0.01, -0.04, 0.04]]}

# 2
{"formula": "C23H13BrF4N2O4OsP", "method": "the ωB97M-V functional and the def2-TZVPD basis", "spin_multiplicity": 5, "charge": 3, "orbital_gap_ev": [6.9381, 3.5024], "energy_ev": -127867.304, "symbols": ["Os", "F", "C", "C", "F", "C", "F", "C", "P", "C", "C", "C", "C", "C", "C", "C", "C", "C", "C", "C", "C", "C", "Br", "C", "F", "H", "H", "H", "H", "H", "H", "H", "H", "H", "H", "O", "C", "O", "C", "C", "N", "N", "C", "C", "O", "O", "H", "H", "H"], "coordinates": [[0.105300, 0.330900, 0.645200], [4.254400, -0.457600, 6.069100], [3.877300, -0.315700, 4.829100], [4.737300, 0.245000, 3.873800], [5.939400, 0.636700, 4.208000], [4.302300, 0.373400, 2.547200], [5.127700, 0.867000, 1.632900], [3.029100, -0.020300, 2.141500], [2.459400, 0.165900, 0.395500], [3.392300, 1.547500, -0.323900], [4.517400, 1.351100, -1.139900], [5.159300, 2.421900, -1.728300], [4.754200, 3.713600, -1.419600], [3.664600, 3.918700, -0.583600], [2.987300, 2.847400, -0.018400], [3.099800, -1.333600, -0.439200], [3.484800, -1.241400, -1.786100], [4.127900, -2.295900, -2.421700], [4.275000, -3.497600, -1.744500], [3.835300, -3.614900, -0.432100], [3.227400, -2.549700, 0.227400], [2.183100, -0.560700, 3.117300], [0.399600, -1.107800, 2.597700], [2.589000, -0.728600, 4.435600], [1.764000, -1.259100, 5.307600], [4.966600, 0.366700, -1.231400], [6.013100, 2.261500, -2.367200], [5.303700, 4.551200, -1.826500], [3.305100, 4.925500, -0.413000], [2.123300, 3.016600, 0.611000], [3.192400, -0.376900, -2.371100], [4.474200, -2.194400, -3.438300], [4.728100, -4.343000, -2.246400], [4.031400, -4.524600, 0.120500], [2.906600, -2.668200, 1.252800], [-4.273200, 3.763100, -1.131200], [-4.767700, 2.730700, -0.559000], [-5.920300, 2.537100, -0.284500], [-3.821400, 1.600600, -0.153500], [-4.257900, 0.371900, 0.347800], [-3.176800, -0.347500, 0.645800], [-2.051100, 0.325400, 0.388300], [-2.420800, 1.514100, -0.117400], [-1.329200, 2.435100, -0.591500], [-1.590500, 3.505400, -1.078500], [-0.141500, 1.931500, -0.418700], [-3.292200, 3.845400, -1.265400], [-5.265900, 0.020900, 0.481800], [-3.163100, -1.302800, 0.992000]], "forces_ev_per_angstrom": [[-1.72, -0.21, -0.56], [-0.06, 0.03, -0.24], [-0.09, 0.07, -0.45], [-0.31, -0.15, -0.06], [-0.13, -0.05, -0.02], [-0.42, -0.33, 0.27], [0.34, 0.08, 0.09], [-0.22, 0.25, -0.12], [1.19, -1.14, 0.65], [-1.78, 1.44, 0.99], [0.65, -0.93, 0.18], [0.37, 1.98, -0.43], [1.49, -0.91, -1.05], [-0.24, 1.24, 0.05], [-0.50, -2.52, 0.20], [-0.61, 0.37, -0.33], [-0.35, -0.09, -0.20], [-0.40, 0.10, 0.17], [0.13, 0.02, 0.10], [0.04, -0.02, 0.33], [0.36, 0.03, -0.05], [0.52, 0.11, -0.01], [0.26, -0.24, 0.77], [-0.12, 0.08, -0.44], [0.02, -0.03, 0.16], [-0.01, 0.16, 0.13], [0.09, -0.04, -0.11], [-0.04, 0.10, 0.00], [0.00, 0.08, 0.04], [0.04, 0.10, 0.02], [0.19, 0.14, -0.08], [-0.09, 0.01, -0.13], [0.08, 0.01, 0.09], [-0.22, -0.10, -0.10], [0.09, -0.02, 0.11], [0.66, 1.80, -0.96], [-0.52, -2.02, 1.09], [0.26, 0.37, -0.29], [0.97, 0.51, -0.18], [0.27, 0.49, -0.24], [-0.25, -0.69, 0.43], [2.02, -0.15, 0.21], [-1.17, 0.44, -0.43], [-3.13, 0.66, -0.14], [1.06, -0.58, 0.18], [2.22, -0.10, 0.01], [-0.84, -0.50, 0.34], [-0.15, -0.12, 0.05], [0.04, 0.24, -0.05]]}

# 3
{"formula": "C23H13BrN4O2PdS", "method": "the ωB97M-V functional and the def2-TZVPD basis", "de_lowest_ev": 1.034, "charge": 2, "orbital_gap_ev": 6.0045, "energy_ev": -118458.730, "symbols": ["Pd", "S", "N", "C", "C", "C", "C", "C", "N", "C", "C", "N", "C", "C", "C", "C", "C", "N", "H", "H", "H", "H", "H", "H", "Br", "C", "C", "C", "C", "C", "C", "C", "C", "C", "C", "H", "H", "H", "H", "H", "H", "O", "C", "O", "H"], "coordinates": [[-0.184514, -0.064265, 0.071434], [5.150735, -0.178901, 5.227953], [3.552537, -0.114375, 5.389776], [3.060389, -0.061375, 4.162526], [1.645981, 0.010011, 3.821633], [0.601381, 0.054761, 4.750807], [-0.699275, 0.125605, 4.301986], [-0.952072, 0.136659, 2.932914], [0.047057, 0.097212, 2.055401], [1.332294, 0.039672, 2.475184], [2.335411, 0.029525, 1.454172], [1.879957, 0.097311, 0.184713], [2.746427, 0.121490, -0.825942], [4.120548, 0.073810, -0.606073], [4.595393, -0.005166, 0.684119], [3.684531, -0.020118, 1.746265], [4.049841, -0.078168, 3.155104], [5.284524, -0.143221, 3.626522], [0.836029, 0.034898, 5.808461], [-1.530711, 0.175385, 4.990691], [-1.953900, 0.193230, 2.532995], [2.347221, 0.197784, -1.824456], [4.791488, 0.097731, -1.453300], [5.656553, -0.052687, 0.897566], [-0.225530, -0.119543, -2.482497], [-1.289291, -1.680001, -2.619618], [-1.717233, -2.124458, -3.818600], [-2.493056, -3.312980, -3.845740], [-2.790606, -3.964707, -2.690930], [-2.349650, -3.482973, -1.429489], [-2.671564, -4.131185, -0.211626], [-2.244609, -3.642323, 0.978986], [-1.455853, -2.455697, 1.028800], [-1.153477, -1.870624, -0.135187], [-1.565697, -2.299410, -1.404391], [-1.483587, -1.593579, -4.732735], [-2.842490, -3.693463, -4.795554], [-3.383214, -4.870825, -2.713853], [-3.274971, -5.029660, -0.244212], [-2.504469, -4.133502, 1.906924], [-1.124952, -2.077004, 1.979470], [-2.116664, 0.585799, 0.436257], [-1.886408, 1.815201, 0.015375], [-0.764712, 2.111134, -0.384014], [-2.710492, 2.530793, 0.030682]], "forces_ev_per_angstrom": [[-1.12, 1.39, -0.33], [0.16, -0.01, 0.17], [0.12, 0.00, -0.11], [-0.40, 0.02, -0.05], [0.27, 0.02, 0.36], [0.04, -0.02, 0.12], [0.03, 0.04, -0.03], [0.09, 0.19, 0.20], [-0.30, -0.47, 0.16], [-0.23, -0.01, 0.08], [0.00, 0.00, -0.21], [0.05, -1.02, -0.75], [0.13, 0.08, 0.21], [-0.01, 0.09, -0.01], [0.10, -0.03, 0.02], [0.38, 0.05, 0.31], [-0.05, 0.02, -0.42], [-0.11, 0.00, 0.13], [-0.03, 0.00, -0.02], [0.00, -0.01, -0.01], [0.01, -0.06, 0.02], [0.02, -0.11, -0.03], [-0.01, 0.01, 0.02], [-0.02, 0.00, -0.03], [-0.07, 0.35, 0.46], [0.10, -0.01, -0.05], [-0.21, -0.24, -0.41], [0.16, 0.27, -0.18], [-0.06, -0.11, 0.27], [-0.07, -0.07, -0.06], [-0.10, -0.13, -0.24], [0.12, 0.24, 0.23], [-0.23, -0.67, 0.33], [0.60, 0.00, 0.44], [-0.07, -0.18, 0.21], [-0.01, -0.07, 0.00], [0.01, 0.04, 0.00], [0.01, 0.02, 0.01], [0.01, 0.02, -0.02], [0.04, 0.01, 0.00], [-0.01, -0.13, 0.06], [0.73, 0.12, -1.04], [0.21, -0.39, -0.01], [-0.09, 0.86, 0.11], [-0.20, -0.12, 0.12]]}